(1)
Molecular formula: C39H36BrF3N6O13STi
Method: DFT, the ωB97M-V functional and the def2-TZVPD basis

```
! wB97M-V def2-TZVPD RIJCOSX def2/J DEFGRID3
* xyz -1 2
Ti -0.14726 1.71933 -0.15932
N 0.44696 3.42850 0.32593
N -1.26279 1.48523 1.46747
C -2.25378 0.60904 1.46692
O -2.99323 0.23871 2.34760
O -2.27784 0.03710 0.15285
H 1.34187 3.50912 0.79089
H 0.36766 4.20491 -0.32221
H -1.15175 1.92610 2.36622
O 3.43581 -4.64532 -5.18848
C 3.61261 -3.94234 -4.03682
O 4.72200 -3.82977 -3.59185
C 2.39612 -3.35404 -3.42578
C 2.54924 -2.31440 -2.50475
C 1.45577 -1.72423 -1.91570
C 0.14435 -2.13684 -2.22666
C 0.00192 -3.22722 -3.10883
C 1.10645 -3.81478 -3.69580
N -0.90103 -1.48863 -1.60355
C -2.08344 -1.51015 -2.15921
C -3.29852 -1.01847 -1.64191
C -4.48290 -1.14812 -2.41050
C -5.71096 -0.85572 -1.90747
C -5.81311 -0.42444 -0.56110
C -4.67913 -0.19132 0.14998
N -3.45617 -0.43999 -0.38579
H 2.51831 -4.58003 -5.47304
H 3.55016 -1.97395 -2.26940
H 1.56748 -0.90604 -1.21692
H -0.97895 -3.64238 -3.30070
H 0.94686 -4.68089 -4.33099
H -2.21135 -1.93410 -3.15839
H -4.36237 -1.49188 -3.42950
H -6.60019 -0.95349 -2.51593
H -6.77286 -0.24328 -0.10157
H -4.69087 0.18392 1.15439
F -3.75590 5.37931 0.47185
C -2.61622 4.72906 0.21969
F -1.80678 5.56022 -0.45192
F -2.05456 4.43907 1.39068
S -3.00925 3.20037 -0.75546
O -3.84447 2.47916 0.15893
O -3.62961 3.70258 -1.94411
O -1.69652 2.55554 -1.03484
C -0.54797 -0.18066 7.89123
C 0.89463 -0.14129 7.39583
N 1.00267 -0.34174 5.95409
C 1.37363 0.81195 5.14637
C 0.26344 1.86219 5.04518
C 0.85237 -1.61603 5.50252
O 0.72098 -2.55308 6.28485
C 0.81335 -1.88632 4.02613
C 1.41983 -3.04375 3.55456
C 1.29021 -3.37241 2.21733
C 0.54947 -2.53238 1.39518
N -0.05411 -1.43387 1.83592
C 0.07475 -1.13185 3.12348
H -0.57803 0.00309 8.96748
H -0.97421 -1.16331 7.69468
H -1.15951 0.57161 7.39092
H 1.45653 -0.93111 7.89549
H 1.35277 0.81984 7.63226
H 1.66521 0.47870 4.15754
H 2.25886 1.26647 5.60121
H -0.70399 1.38218 4.88576
H 0.46495 2.52826 4.20333
H 0.19236 2.46289 5.95414
H 1.96216 -3.67352 4.24790
H 1.73861 -4.27124 1.81462
H 0.42265 -2.75117 0.34114
H -0.48738 -0.26638 3.45524
Br -0.21070 4.22718 -3.70060
C -1.17653 2.70194 -4.29734
C -2.34066 2.88179 -5.02079
C -2.96990 1.77081 -5.56366
C -2.39253 0.51507 -5.45365
C -1.21615 0.35239 -4.73716
C -0.62767 1.43826 -4.10538
C 0.54927 1.23947 -3.18059
O 1.66577 1.12433 -3.64393
O 0.26431 1.17879 -1.91081
H -2.75658 3.87084 -5.14821
H -3.89833 1.89829 -6.10648
H -2.86659 -0.34318 -5.91472
H -0.73713 -0.61725 -4.66156
O 2.83353 2.09110 -1.57447
C 3.64120 1.03913 -1.32086
C 4.58661 0.62778 -2.26010
C 5.47979 -0.38247 -1.96245
C 5.45021 -0.99350 -0.71456
C 4.49893 -0.59833 0.20641
C 3.57193 0.40467 -0.08057
C 2.51811 0.63968 0.96689
O 2.78572 0.41228 2.12697
O 1.29600 0.94429 0.57911
H 2.79322 2.22506 -2.52842
H 4.59963 1.11058 -3.23075
H 6.19896 -0.69957 -2.70764
H 6.14071 -1.79170 -0.47689
H 4.43285 -1.08020 1.17295
*
```

Values from the calculation:
- HOMO (alpha / beta): -3.898 / -6.140 eV
- ΔE to the lowest compared entry with this formula, charge and spin: 315.09 kJ/mol
- Frontier orbital gap (alpha / beta): 0.225 / 0.281 Ha


(2)
Molecular formula: C5H8N2
Method: DFT, the ωB97M-V functional and the def2-TZVPD basis

```
! wB97M-V def2-TZVPD RIJCOSX def2/J DEFGRID3
* xyz 0 1
C -1.20113 -1.02945 0.50476
C -0.14455 0.02397 0.18905
C 1.10594 -0.14607 1.04617
N 0.17595 -0.09186 -1.26524
C -0.77871 1.39577 0.14880
C 0.52652 0.98022 -2.00784
N 0.83318 1.88797 -2.66458
H -1.52967 -0.90404 1.54054
H -0.81490 -2.04794 0.38374
H -2.07547 -0.87738 -0.13607
H 1.45308 -1.18537 1.03388
H 1.91679 0.49893 0.69326
H 0.87884 0.12333 2.08496
H -0.41609 -0.74047 -1.77017
H 0.07024 2.11239 0.21871
*
```

Values from the calculation:
- HOMO (alpha / beta): -9.334 / -9.317 eV
- ΔE to the lowest compared entry with this formula, charge and spin: 464.95 kJ/mol
- Frontier orbital gap (alpha / beta): 0.310 / 0.309 Ha


(3)
Molecular formula: C5H13NO2
Method: DFT, the ωB97M-V functional and the def2-TZVPD basis

```
! wB97M-V def2-TZVPD RIJCOSX def2/J DEFGRID3
* xyz 0 1
H 1.42030 0.35636 -2.65204
N 0.72802 -0.20254 -2.24105
C 0.11343 0.18765 -1.11070
C -0.92974 -0.47774 -0.30447
C 0.97167 1.17083 -0.26048
C 0.68369 2.50118 -0.12007
C 1.46443 2.97998 1.08971
H -0.52020 -1.39078 0.17036
H -1.30612 0.22667 0.40649
H -1.71264 -0.95239 -0.86907
H 1.75169 0.68791 0.39398
H 0.02568 3.19962 -0.56570
H 2.15434 2.41006 1.52652
H 0.75305 2.88396 2.01868
H 1.84170 3.95126 0.90509
O -1.63775 -3.23079 -1.82077
H -1.18897 -2.30684 -2.01868
H -2.46952 -2.72989 -2.20830
O -0.70844 -3.41059 2.34307
H -0.08499 -2.63604 2.40518
H -1.34962 -3.21790 2.91226
*
```

Values from the calculation:
- HOMO: -9.034 eV
- ΔE to the lowest compared entry with this formula, charge and spin: 474.03 kJ/mol
- SMILES: [H]/N=C(C)\C=C\C.O.O
- Frontier orbital gap: 0.351 Ha


(4)
Molecular formula: C11H23CdN2O4P2
Method: DFT, the ωB97M-V functional and the def2-TZVPD basis

```
! wB97M-V def2-TZVPD RIJCOSX def2/J DEFGRID3
* xyz 1 1
Cd 0.38108 -1.34921 -0.15676
P -2.16725 -1.31020 0.12589
C -2.39911 0.39740 -0.49891
C -1.54195 1.43082 0.18513
N -0.27671 1.05497 0.42254
C 0.59718 1.92751 0.93714
C 0.20415 3.21466 1.31584
C -1.11616 3.61270 1.10462
C -2.00026 2.71240 0.51091
C 2.04911 1.49549 1.08629
P 2.46561 0.05397 0.01198
H -3.03783 2.94061 0.27643
H 0.97432 3.85989 1.73664
H -1.44790 4.60601 1.40036
H 2.72693 2.33734 0.85940
H 2.23588 1.18953 2.13177
H -2.00189 0.31158 -1.55923
H -3.45817 0.67322 -0.49547
H 0.12846 -0.62281 -3.00502
O -0.67692 -0.09193 -2.69102
H -1.06046 0.36398 -3.45363
H 1.41556 -2.00672 -2.22558
O 1.50541 -1.37508 -2.99433
H 1.94624 -1.88519 -3.70215
C 3.08644 0.86261 -1.49718
H 3.99255 1.44689 -1.27967
H 3.30752 0.10013 -2.25646
H 2.31515 1.53317 -1.90367
C 3.87505 -0.72675 0.85291
H 4.25450 -1.54040 0.21903
H 4.68782 -0.01556 1.05561
H 3.52361 -1.16273 1.80002
C -2.71076 -1.22785 1.85636
H -3.80081 -1.09997 1.90278
H -2.40987 -2.16190 2.35447
H -2.21892 -0.38975 2.36491
C -3.43181 -2.24748 -0.78160
H -3.26778 -3.31385 -0.57526
H -4.44259 -1.96450 -0.45713
H -3.32569 -2.06974 -1.86074
O -0.15590 -3.93273 2.87542
N 0.67270 -3.45739 2.11928
O 0.60350 -2.17314 1.88806
*
```

Values from the calculation:
- HOMO: -10.623 eV
- ΔE to the lowest compared entry with this formula, charge and spin: 31.99 kJ/mol
- Frontier orbital gap: 0.244 Ha


Which value of ΔE to the lowest compared entry with this formula, charge and spin does entry 4 give?
31.99 kJ/mol


What is the formula in the third record?
C5H13NO2